1) 72
Properties=species:S:1:pos:R:3:mulliken_charge:R:1 method="wB97M-V/def2-TZVPD" e_lumo_ha=0.018 smiles="COC(=O)OC.COC(=O)OC.COC(=O)OC.COC(=O)OC.COC(=O)OC.COC(=O)OC" gap_ev=10.92
O 2.5779 5.0875 -28.7097 -0.36
O -1.8153 9.0827 -22.3391 -0.59
O 10.9852 11.0727 -20.9289 -0.37
O -0.9417 8.6495 -27.4579 -0.52
O 5.8849 11.1573 -24.4157 -0.33
O 3.5225 7.0619 -28.5801 -0.18
O 9.8652 10.4035 -22.6401 -0.34
O 7.7084 17.3550 -24.5827 -0.34
O 6.1431 16.7333 -23.2895 -0.32
O 4.6929 9.9149 -25.6913 -0.37
O 8.0176 15.4374 -23.4692 -0.53
O -0.1841 8.2119 -23.5409 -0.36
O 1.7973 6.6030 -27.2611 -0.44
O 9.0820 12.1454 -21.4445 -0.56
O 0.0097 8.6487 -29.4815 -0.33
O -1.9623 7.7897 -29.2730 -0.37
O 3.8432 11.8747 -24.9736 -0.60
O -0.4732 10.3854 -23.5955 -0.30
C -0.9020 9.2237 -23.0934 0.74
C 11.2211 11.8973 -19.7949 -0.63
C 1.0498 9.4409 -28.9529 -0.47
C -0.9728 8.3963 -28.6275 0.85
C 8.7172 10.2634 -23.4469 -0.64
C 1.6179 4.1350 -28.2986 -0.65
C 5.5212 15.9392 -22.2850 -0.63
C 6.1669 12.4081 -23.7612 -0.69
C -1.1659 11.5675 -23.2067 -0.74
C 9.0652 17.4214 -24.9879 -0.66
C 7.3765 16.4283 -23.6954 0.84
C 3.5954 9.5909 -26.5013 -0.40
C -3.1279 7.5527 -28.5105 -0.67
C 0.8908 8.4383 -24.4589 -0.43
C 2.5717 6.2609 -28.1026 0.78
C 9.8994 11.2889 -21.6682 0.86
C 4.6876 6.5334 -29.1868 -0.80
C 4.7108 11.0480 -25.0311 0.74
H 4.9387 5.5189 -28.8888 0.35
H 10.8857 11.3723 -18.8992 0.26
H 6.1963 15.3526 -21.6593 0.30
H 1.2994 7.4656 -24.7072 0.25
H 3.9057 9.3920 -27.5288 0.20
H 5.7190 12.4259 -22.7689 0.27
H 8.8015 9.2262 -23.7851 0.30
H 12.3041 11.9710 -19.6957 0.22
H 9.3945 16.4270 -25.3116 0.29
H 4.5309 6.4919 -30.2698 0.32
H -3.5843 6.6443 -28.9055 0.25
H -0.3988 12.3170 -23.0498 0.24
H 1.7072 3.2094 -28.8599 0.24
H 1.7653 3.8942 -27.2447 0.30
H 0.6026 10.3148 -28.4649 0.35
H 10.7580 12.8670 -19.9637 0.33
H 5.7735 13.1430 -24.4629 0.41
H 4.9657 16.5756 -21.6029 0.29
H -2.9395 7.4615 -27.4433 0.30
H -3.9206 8.3024 -28.6019 0.28
H 1.6942 9.8624 -29.7205 0.35
H 2.9362 10.4551 -26.6376 0.43
H 1.6245 9.0757 -23.9654 0.32
H 5.5335 7.2072 -29.0769 0.26
H -1.8563 11.8814 -23.9946 0.26
H -1.8320 11.3582 -22.3696 0.36
H 7.7683 10.3149 -22.9189 0.32
H 7.2458 12.4680 -23.6842 0.22
H 4.8914 15.2215 -22.8106 0.23
H 0.5924 4.4844 -28.4169 0.25
H 1.6506 8.9856 -28.1694 -0.07
H 8.6915 10.8441 -24.3682 0.30
H 0.5704 8.9273 -25.3771 0.26
H 9.2148 17.9883 -25.9033 0.25
H 2.9525 8.7547 -26.2308 0.02
H 9.6754 17.7608 -24.1563 0.29


2) 72
Properties=species:S:1:pos:R:3:mulliken_charge:R:1 method="wB97M-V/def2-TZVPD" e_lumo_ha=0.020 smiles="COC(=O)OC.COC(=O)OC.COC(=O)OC.COC(=O)OC.COC(=O)OC.COC(=O)OC" gap_ev=10.95
O 24.0260 -14.2380 18.6631 -0.29
O 28.1859 -1.1782 11.8937 -0.28
O 32.2697 7.8332 7.7285 -0.30
O 26.0479 12.0114 12.8533 -0.57
O 30.5513 6.5513 6.8599 -0.59
O 27.0296 -2.4706 13.1051 -0.30
O 31.7536 -8.8041 18.7300 -0.30
O 21.8940 -14.6296 18.0202 -0.60
O 30.9439 8.7222 6.1595 -0.30
O 23.0199 5.5667 3.9425 -0.57
O 24.2976 10.6676 12.3868 -0.28
O 26.2001 9.7669 12.5550 -0.30
O 29.9016 -7.7397 17.9708 -0.58
O 22.6468 3.6997 5.3619 -0.28
O 31.0751 -6.9800 19.7908 -0.30
O 26.3138 -0.3306 13.0213 -0.57
O 21.9567 3.5289 3.3840 -0.27
O 23.3783 -16.2246 18.7859 -0.30
C 30.0403 8.7550 5.0891 -0.65
C 30.1242 -6.0269 20.1570 -0.60
C 22.5475 4.4145 4.2227 0.74
C 25.5258 10.9348 12.6461 0.79
C 23.0201 -15.0025 18.4829 0.81
C 21.6263 3.9112 2.0509 -0.67
C 23.8514 -12.8692 19.0575 -0.60
C 28.6114 -0.0159 11.3308 -0.68
C 31.2603 7.5877 6.8883 0.80
C 31.5774 -9.8710 17.7982 -0.61
C 22.5548 -17.3135 18.4026 -0.61
C 30.8170 -7.8656 18.8006 0.80
C 23.3636 4.2886 6.4408 -0.64
C 27.0978 -1.2024 12.6429 0.79
C 27.5638 9.6688 12.7975 -0.68
C 32.8574 6.7814 8.5513 -0.60
C 23.3516 11.6654 12.3980 -0.69
C 26.0332 -2.8439 14.0141 -0.64
H 24.6288 -12.4498 19.6961 0.24
H 32.1665 -10.7458 18.0736 0.22
H 30.4905 -5.4828 21.0276 0.21
H 28.2203 10.3350 12.2378 0.29
H 32.6522 6.7856 9.6218 0.25
H 25.0365 -2.6976 13.5979 0.28
H 32.5100 5.8548 8.0943 0.32
H 28.0943 0.0234 10.3721 0.28
H 28.1522 0.7980 11.8919 0.33
H 31.8672 -9.4908 16.8186 0.28
H 23.1599 12.1767 13.3413 0.31
H 27.6893 9.7089 13.8795 0.32
H 23.3804 3.5920 7.2790 0.24
H 27.6967 8.6039 12.6068 0.25
H 22.2055 -17.1363 17.3854 0.32
H 26.0184 -2.2893 14.9524 0.30
H 23.7007 12.5304 11.8341 0.31
H 20.8156 4.6391 2.0185 0.30
H 22.4374 4.2594 1.4112 0.30
H 30.5163 -10.1158 17.7520 0.31
H 22.9122 -12.8052 19.6070 0.31
H 23.9323 -12.2590 18.1579 0.25
H 29.1819 8.0980 5.2292 0.31
H 21.2129 3.0632 1.5050 0.26
H 22.3880 11.1869 12.2227 0.26
H 33.9322 6.8639 8.3900 0.24
H 29.2002 -6.5159 20.4655 0.29
H 23.1802 -18.1977 18.5256 0.20
H 21.7536 -17.3699 19.1395 0.27
H 22.7866 5.1557 6.7622 0.29
H 29.9986 -5.3950 19.2778 0.28
H 26.2733 -3.8550 14.3428 0.24
H 30.4566 8.6264 4.0900 0.27
H 29.5996 9.7520 5.0897 0.25
H 24.4335 4.4186 6.2777 0.29
H 29.6737 0.1789 11.1834 0.24


3) 72
Properties=species:S:1:pos:R:3:mulliken_charge:R:1 method="wB97M-V/def2-TZVPD" e_lumo_ha=0.018 smiles="COC(=O)OC.COC(=O)OC.COC(=O)OC.COC(=O)OC.COC(=O)OC.COC(=O)OC" gap_ev=11.22
O -26.7926 15.2725 -8.0997 -0.18
O -22.4295 10.0199 -4.9106 -0.35
O -26.6613 15.6271 -13.2419 -0.35
O -18.6969 16.6950 -8.7376 -0.38
O -19.6611 15.6073 -7.0391 -0.57
O -16.1049 17.0590 -3.3753 -0.34
O -13.9033 18.5040 -8.9939 -0.32
O -25.1750 15.5657 -6.7189 -0.21
O -26.9305 14.2957 -6.0968 -0.59
O -15.1350 18.7641 -4.4740 -0.54
O -13.3714 18.4627 -11.0691 -0.30
O -27.9545 16.1833 -11.4970 -0.60
O -25.7469 16.6743 -11.6205 -0.34
O -23.0391 12.2072 -4.7612 -0.52
O -21.5822 11.4259 -6.2714 -0.33
O -14.4248 20.2835 -10.2655 -0.55
O -14.7560 18.3235 -2.2909 -0.35
O -20.8461 16.7973 -8.5529 -0.35
C -22.4283 11.3045 -5.2594 0.74
C -15.2954 18.0929 -3.4856 0.78
C -25.6546 17.3385 -10.3566 -0.46
C -23.1933 9.6539 -3.7706 -0.66
C -14.7364 18.8839 -7.9059 -0.51
C -17.4246 16.1982 -8.3326 -0.17
C -24.5076 15.4116 -5.4727 -0.67
C -26.8866 16.1733 -12.0599 0.87
C -19.7483 16.2882 -8.0423 0.82
C -21.4137 12.7102 -6.8370 -0.57
C -28.0361 14.7467 -8.4949 -0.71
C -27.6895 14.8607 -13.8157 -0.67
C -13.9449 19.1922 -10.1231 0.79
C -26.3326 14.9797 -6.8940 0.72
C -12.6502 19.1506 -12.0931 -0.67
C -16.8465 16.6846 -4.5259 -0.66
C -13.8116 19.3811 -2.2212 -0.63
C -22.0657 16.3512 -7.9701 -0.11
H -17.5985 15.9334 -4.2943 0.31
H -28.8575 15.3468 -8.0844 0.30
H -14.1178 19.4869 -7.2384 0.34
H -23.4347 15.5384 -5.5371 0.12
H -11.8236 19.6654 -11.5967 0.30
H -22.9597 8.6032 -3.6013 0.23
H -28.1695 14.8228 -9.5692 0.16
H -16.6555 16.7653 -8.8446 0.14
H -24.2635 9.7968 -3.8888 0.29
H -17.3026 15.1495 -8.6057 0.30
H -13.5494 19.5620 -1.1853 0.23
H -25.0438 18.2156 -10.5500 0.32
H -13.2690 19.9474 -12.5105 0.32
H -26.6132 17.4990 -9.8741 0.33
H -27.3530 14.5031 -14.7845 0.25
H -15.5561 19.5092 -8.2554 0.37
H -28.2489 13.7456 -8.1237 0.37
H -12.3106 18.4636 -12.8546 0.22
H -24.9487 16.1260 -4.7743 0.32
H -24.7408 14.4432 -5.0283 0.36
H -22.3458 13.0698 -7.2737 0.21
H -15.0802 18.0562 -7.2935 0.03
H -17.3968 17.5335 -4.9323 0.33
H -25.0683 16.6853 -9.7085 0.05
H -12.8891 19.1508 -2.7582 0.29
H -20.9650 13.4146 -6.1381 0.34
H -20.6981 12.6110 -7.6524 0.27
H -28.6183 15.4223 -13.8910 0.29
H -22.9008 16.7330 -8.5482 0.10
H -22.1417 16.7415 -6.9536 0.27
H -22.7915 10.1595 -2.8892 0.31
H -16.1666 16.2474 -5.2581 0.27
H -22.1394 15.2673 -7.9120 0.05
H -14.2348 20.2651 -2.6981 0.29
H -17.3899 16.2950 -7.2491 -0.06
H -27.9240 13.9454 -13.2641 0.30


The structure with the greatest stability is 3).